1.
Computed, not measured: a structure of composition C24H24Cl3F8N4O3S2SeSiTc, with ωB97M-V/def2-TZVPD.

```
! RIJCOSX wB97M-V def2-TZVPD def2/J DEFGRID3
* xyz 1 2
Tc -0.23055 0.19985 0.31441
C 1.43027 1.76905 2.34209
C 2.19300 0.49990 2.09420
N 1.26424 -0.59513 1.70903
C 0.57723 -1.30002 2.82216
C -0.57946 -0.53486 3.46302
S -1.64920 0.34144 2.25471
C -1.51436 2.09721 2.71191
C -0.64731 2.85103 1.71041
N 0.47623 2.01678 1.22392
H 2.12775 2.60160 2.45366
H 0.85211 1.72093 3.26064
H 2.81730 0.22453 2.94793
H 2.84492 0.66619 1.24304
H 1.84673 -1.30085 1.26330
H 1.29775 -1.56932 3.60022
H 0.19194 -2.22352 2.39977
H -0.25581 0.19151 4.20563
H -1.21882 -1.25216 3.97553
H -1.16658 2.16184 3.74150
H -2.52318 2.50573 2.69474
H -0.27628 3.76821 2.17757
H -1.23826 3.14102 0.84317
H 0.95397 2.52574 0.47934
Cl -2.03020 -5.05652 -2.63695
Si -1.08224 -3.36076 -2.13600
Cl 0.91797 -3.59546 -2.39239
Cl -1.72356 -1.77575 -3.24783
F -0.30847 -8.11567 2.45539
C -0.56923 -6.94384 1.91309
C 0.44662 -6.00866 1.76941
F 1.67475 -6.28980 2.17653
C 0.16004 -4.78539 1.19426
F 1.16119 -3.90620 1.04407
C -1.12156 -4.46756 0.76672
Se -1.53912 -2.76342 0.01477
C -2.12514 -5.41451 0.92245
F -3.36634 -5.15075 0.53384
C -1.85638 -6.65005 1.48712
F -2.81884 -7.54557 1.62499
F -4.89544 4.22317 -2.93053
C -4.81101 2.93508 -3.28125
F -6.00926 2.37269 -3.11041
F -4.49960 2.87847 -4.58044
C -3.74733 2.23717 -2.45648
C -2.45943 2.75426 -2.43571
C -1.50623 2.11651 -1.67138
N -1.77491 1.01450 -0.94667
C -3.01629 0.51816 -0.98643
C -4.03134 1.09978 -1.72725
H -2.19558 3.63984 -2.99792
H -0.48746 2.48286 -1.63704
H -3.20586 -0.36962 -0.39614
H -5.01963 0.66373 -1.72516
N 0.96441 -0.19854 -1.50095
C 2.03618 0.77259 -1.68141
C 3.22029 0.60586 -0.99016
C 4.18879 1.59959 -1.04850
C 3.96803 2.74704 -1.79497
C 2.79743 2.87156 -2.53363
C 1.82793 1.88060 -2.48972
S 5.22363 4.04099 -1.88103
O 5.67614 3.93091 -3.24870
O 6.16823 3.63079 -0.85954
O 4.44431 5.22590 -1.57359
H 0.32760 -0.16034 -2.29504
H 1.33280 -1.14774 -1.51447
H 3.39653 -0.30286 -0.42201
H 5.12564 1.51914 -0.51064
H 2.65734 3.76287 -3.13243
H 0.91093 1.97822 -3.06173
*
```

relative energy (zero: lowest compared OMol25 entry of this formula, charge and spin) = 0.00 kJ/mol
HOMO-LUMO gap (spin up / spin down) = 5.8 / 5.5 eV
LUMO level (spin up / spin down) = -3.867 / -4.129 eV

Atomic partial charges in e from the Löwdin method, atoms 1 to 4:
1 Tc 0.9907
2 C -0.1471
3 C -0.1538
4 N -0.1716

=====

2.
Computed, not measured: a structure of composition C24H24CrIN4O7, with ωB97M-V/def2-TZVPD.

```
! RIJCOSX wB97M-V def2-TZVPD def2/J DEFGRID3
* xyz 0 4
Cr -0.49154 0.26325 0.82245
C 1.70225 4.14269 0.02990
C 0.75242 3.10822 0.56176
N 1.05965 1.78953 0.51250
N 2.17611 1.38326 -0.07134
C 2.30150 0.06386 0.05792
O 1.38948 -0.61846 0.60919
C 3.48264 -0.61527 -0.55020
C 4.22171 0.06907 -1.51568
C 4.98083 -0.61456 -2.48228
C 5.07563 -2.01088 -2.39003
C 4.50113 -2.66586 -1.30311
C 3.73149 -1.96911 -0.37409
C -0.54094 3.28835 1.18530
C -1.19431 4.50485 1.40802
C -2.11038 4.64807 2.43180
C -2.50881 3.44904 3.06956
C -1.96099 2.22605 2.66210
N -1.04062 2.12728 1.69161
H 2.54608 3.56495 -0.34736
H 2.00664 4.87386 0.80002
H 1.21931 4.66169 -0.79097
H 4.23855 1.18138 -1.53856
H 5.43839 -0.05367 -3.26125
H 5.61301 -2.55527 -3.17644
H 4.63934 -3.72629 -1.16179
H 3.28048 -2.47847 0.48573
H -0.95973 5.34855 0.75978
H -2.41463 5.66580 2.73581
H -3.26581 3.45410 3.86803
H -2.32877 1.34056 3.14353
O -4.57976 -0.58768 1.36093
C -3.38258 -0.74369 1.11790
O -2.51378 0.20120 0.78498
C -2.77969 -2.23316 1.06063
C -2.06196 -2.25677 -0.32555
C -1.76452 -3.70203 -0.69468
C -0.65373 -4.09157 0.30236
C -0.42444 -2.76017 1.06884
O -0.71896 -1.71255 0.05189
C -1.60346 -2.51182 2.07196
C -1.19901 -1.35817 3.14763
O -1.59432 -1.48355 4.31302
O -0.48609 -0.36706 2.68060
H -3.60352 -2.95085 1.15861
H -2.53645 -1.62210 -1.06402
H -1.41511 -3.75086 -1.72395
H -2.63276 -4.35939 -0.74894
H 0.27204 -4.35960 -0.23686
H -0.92516 -4.92895 0.95118
H 0.56342 -2.54965 1.45440
H -1.84689 -3.41454 2.65974
N 0.05867 0.21752 -3.48474
C -0.66375 0.71650 -2.46212
O -0.33032 0.51093 -1.28200
C -1.84418 1.56144 -2.92240
I -3.66989 0.40687 -3.40060
H 0.85003 -0.40403 -3.32370
H -0.27420 0.30305 -4.42952
H -1.63645 2.14566 -3.83082
H -2.14330 2.23848 -2.12670
*
```

relative energy (zero: lowest compared OMol25 entry of this formula, charge and spin) = 149.69 kJ/mol
HOMO-LUMO gap (spin up / spin down) = 7.0 / 6.9 eV
LUMO level (spin up / spin down) = -0.777 / -0.893 eV

Atomic partial charges in e from the Löwdin method, atoms 1 to 4:
1 Cr 1.0181
2 C -0.0178
3 C -0.2078
4 N -0.0391

=====

3.
Computed, not measured: a structure of composition C24H24F9LaNO2P2, with ωB97M-V/def2-TZVPD.

```
! RIJCOSX wB97M-V def2-TZVPD def2/J DEFGRID3
* xyz 1 1
C -1.45894 3.39323 -3.60580
C -1.27621 2.03077 -3.38980
C -0.02420 1.45442 -3.72929
C 1.06160 2.26835 -4.23240
C 0.81046 3.65415 -4.43543
C -0.43526 4.19301 -4.13262
C 2.29466 1.64644 -4.46478
C 2.47869 0.28313 -4.20200
C 1.34468 -0.47303 -3.71970
C 1.46313 -1.84851 -3.39153
C 2.69993 -2.46582 -3.55702
C 3.80816 -1.75705 -4.04144
C 3.71378 -0.40666 -4.36036
H -2.42044 3.84278 -3.34508
H 1.61744 4.28685 -4.82488
H -0.61365 5.25847 -4.29589
H 3.12977 2.23687 -4.85186
H 2.79934 -3.52233 -3.29810
H 4.76421 -2.27142 -4.16536
H 4.58619 0.14744 -4.72788
N 0.14117 0.12387 -3.51807
La -0.13555 0.03891 0.02058
C -2.33059 1.15583 -2.73118
H -2.28476 0.14216 -3.16331
H -3.32278 1.57714 -2.83968
C 0.25178 -2.55880 -2.81097
H -0.65528 -2.18813 -3.31404
H 0.33367 -3.63580 -2.91185
P -2.14993 0.99906 -0.93814
P -0.00116 -2.30470 -1.02212
C 1.31009 -3.27217 -0.26862
H 1.20673 -3.29670 0.82843
H 1.24341 -4.29420 -0.66304
H 2.29566 -2.85211 -0.50271
C -1.51205 -3.21699 -0.70257
H -1.35429 -4.24988 -1.03395
H -1.76569 -3.21572 0.36850
H -2.35601 -2.78423 -1.25561
C -2.32323 2.66184 -0.30081
H -3.26238 3.06451 -0.69777
H -2.35435 2.65837 0.80153
H -1.48419 3.29866 -0.61012
C -3.60061 0.11011 -0.40213
H -3.62212 -0.01909 0.69137
H -4.46905 0.69964 -0.71186
H -3.64914 -0.88502 -0.86386
C 1.79969 -0.20571 0.79086
O 2.87472 -0.21791 1.29382
H 0.85853 0.71727 -1.24960
F 1.33770 -1.98200 3.45817
C 1.25132 -0.74980 4.00838
F 1.14984 -0.87477 5.34133
F 2.38264 -0.09159 3.73827
C 0.00042 -0.00249 3.42428
O -0.02104 -0.00103 2.12141
C -1.31215 -0.73574 3.87305
F -1.44315 -0.74818 5.19728
F -2.38808 -0.12550 3.32285
F -1.30104 -2.00358 3.40529
C -0.01506 1.49036 3.91349
F -0.05338 1.55627 5.24705
F 1.07515 2.12775 3.45758
F -1.09269 2.12759 3.40192
*
```

relative energy (zero: lowest compared OMol25 entry of this formula, charge and spin) = 581.67 kJ/mol
HOMO-LUMO gap = 6.4 eV
LUMO level = -4.239 eV

Atomic partial charges in e from the Löwdin method, atoms 1 to 4:
1 C -0.0318
2 C -0.2118
3 C -0.1972
4 C -0.1309

=====

4.
Computed, not measured: a structure of composition C24H24FN5S3Tc, with ωB97M-V/def2-TZVPD.

```
! RIJCOSX wB97M-V def2-TZVPD def2/J DEFGRID3
* xyz 2 2
Tc 0.25379 0.48663 -0.90443
C -2.89954 0.58526 -3.84321
C -4.07837 0.87589 -3.15690
C -4.04148 0.91289 -1.78302
C -2.82457 0.70088 -1.11112
N -1.68898 0.38536 -1.78294
C -1.75317 0.33823 -3.12043
N -2.86294 0.86078 0.22735
C -1.90907 1.10359 1.04318
N -0.56318 1.18916 0.72743
C 0.13279 1.56196 1.86678
N 1.38882 1.78626 1.94330
C 2.31831 1.82214 0.96709
C 3.49816 2.51247 1.29044
C 4.46152 2.71536 0.32959
C 4.24214 2.19429 -0.94474
C 3.07981 1.49247 -1.18184
N 2.13384 1.27425 -0.26052
C -0.80857 1.71725 2.96378
C -0.64535 2.15058 4.26680
C -1.79163 2.28689 5.04199
C -3.05088 1.99445 4.53549
C -3.22135 1.56249 3.22386
C -2.08502 1.42823 2.44868
H -2.87036 0.56240 -4.91974
H -4.99217 1.07925 -3.69269
H -4.91047 1.13599 -1.18600
H -0.83236 0.11297 -3.64573
H 3.58578 2.90429 2.28955
H 5.35207 3.28325 0.54680
H 4.95094 2.34566 -1.74277
H 2.88104 1.10332 -2.17345
H 0.33198 2.38507 4.65740
H -1.69803 2.63897 6.05695
H -3.91808 2.12426 5.16252
H -4.19778 1.35204 2.82265
C -1.04305 -2.81590 -1.99259
C 0.36124 -2.87305 -2.56290
S 1.33254 -1.30227 -2.52452
C 2.86008 -1.90661 -1.70805
C 2.71422 -2.49716 -0.31707
S 1.78527 -1.43471 0.86748
C 0.67052 -2.64756 1.65770
C -0.29873 -3.32740 0.71252
S -1.21059 -2.10691 -0.31384
H -1.69575 -2.19958 -2.61120
H -1.46593 -3.82265 -1.95906
H 0.96796 -3.62090 -2.05654
H 0.29307 -3.15336 -3.61522
H 3.28257 -2.65571 -2.38141
H 3.52979 -1.04805 -1.69303
H 2.22336 -3.46803 -0.32650
H 3.71476 -2.63060 0.09949
H 1.28862 -3.38229 2.17756
H 0.13813 -2.05152 2.39999
H 0.19521 -4.02917 0.04374
H -1.03865 -3.87399 1.29796
F 0.42773 1.88220 -2.15660
*
```

relative energy (zero: lowest compared OMol25 entry of this formula, charge and spin) = 39.63 kJ/mol
HOMO-LUMO gap (spin up / spin down) = 5.5 / 6.3 eV
LUMO level (spin up / spin down) = -8.585 / -7.779 eV

Atomic partial charges in e from the Löwdin method, atoms 1 to 4:
1 Tc 1.4179
2 C -0.0112
3 C -0.0016
4 C 0.0432

=====

DFT total energy readings, ordered: -7121.22880 -3016.90784 -2746.87584 -2577.50294 Eh
Maximum force readings, ordered: 1.46 3.72 17.29 2.51 eV/Å